Here is one molecule with the formula C19H21N3O4 from the Open Molecules 2025 dataset. Energies are from ωB97M-V/def2-TZVPD.

Computed properties:
Energy relative to the best compared isomer or geometry (same formula, charge and spin): 28.1 kcal/mol
SMILES: COc1ccc(NC(=O)NCCN2C(=O)[C@@H]3[C@H](C2=O)[C@H]2C=C[C@@H]3C2)cc1
HOMO-LUMO gap: 8.55 eV

Element x y z (Å)
1 C -3.4195 -4.3049 -0.0713
2 H -2.4359 -4.2409 -0.5490
3 O -4.2784 -3.2846 -0.5165
4 C -3.9312 -1.9893 -0.2669
5 C -2.7667 -1.5807 0.3710
6 C -2.5144 -0.2341 0.5767
7 C -3.4072 0.7329 0.1291
8 C -4.5852 0.3174 -0.4938
9 C -4.8439 -1.0206 -0.6882
10 H -5.7531 -1.3463 -1.1678
11 H -5.3010 1.0566 -0.8222
12 N -3.1951 2.1027 0.3334
13 C -2.0620 2.8661 0.1845
14 O -2.0795 4.0512 0.4515
15 N -0.9677 2.2359 -0.3249
16 H -1.0116 1.2515 -0.5281
17 C 0.2813 2.9341 -0.4695
18 H 0.6523 2.8434 -1.4960
19 H 0.0660 3.9844 -0.2570
20 C 1.3602 2.4404 0.5030
21 N 1.9088 1.1612 0.0981
22 C 2.9410 1.0576 -0.8174
23 O 3.4687 1.9962 -1.3505
24 C 3.2691 -0.4103 -0.9800
25 H 3.2076 -0.6923 -2.0316
26 C 2.3014 -1.1403 -0.0447
27 C 1.4763 -0.0473 0.5973
28 O 0.5992 -0.1732 1.4129
29 H 1.6472 -1.8696 -0.5242
30 C 3.2498 -1.8227 0.9814
31 C 3.9909 -2.8700 0.1861
32 C 4.8295 -2.2371 -0.6243
33 H 5.4797 -2.6546 -1.3698
34 C 4.6634 -0.7563 -0.3846
35 H 5.4604 -0.1073 -0.7351
36 C 4.3453 -0.7586 1.1152
37 H 5.1851 -1.1029 1.7158
38 H 3.9948 0.1982 1.4993
39 H 3.7980 -3.9240 0.2559
40 H 2.7489 -2.1537 1.8866
41 H 0.9367 2.3222 1.5026
42 H 2.1828 3.1586 0.5208
43 H -4.0227 2.6623 0.4849
44 H -1.6261 0.0453 1.1218
45 H -2.0465 -2.2954 0.7361
46 H -3.8979 -5.2396 -0.3595
47 H -3.2966 -4.2818 1.0163

Forces on the atoms, in the same order (eV/Å):
C 0.1 -0.1 0.1
H 0.0 0.0 0.0
O -0.2 0.3 -0.1
C 0.0 0.1 0.0
C -0.1 -0.4 -0.1
C -0.2 0.3 0.0
C 0.1 -0.4 -0.1
C 0.2 0.0 0.0
C 0.1 -0.2 0.1
H -0.1 0.0 -0.1
H -0.1 0.1 -0.1
N -0.5 0.2 0.2
C 0.0 -0.2 -0.3
O 0.0 0.5 0.2
N 0.1 -0.3 -0.1
H -0.1 0.1 0.0
C 0.2 0.2 0.2
H 0.0 0.1 0.1
H 0.1 -0.1 -0.1
C -0.2 0.4 -0.1
N -0.2 0.4 0.1
C 0.0 -0.4 -0.1
O 0.1 0.2 -0.1
C 0.2 0.1 -0.3
H -0.1 0.1 0.1
C -0.2 -0.2 0.1
C 0.2 -0.2 -0.3
O -0.2 -0.1 0.2
H 0.0 0.1 0.0
C -0.1 0.0 0.2
C 0.1 -0.1 0.1
C 0.2 0.0 0.0
H 0.1 -0.2 -0.2
C 0.2 0.2 -0.1
H 0.0 0.0 0.0
C 0.1 0.0 0.1
H 0.0 0.0 0.0
H 0.0 0.1 0.0
H 0.0 -0.3 -0.1
H 0.0 0.0 0.0
H 0.1 0.0 -0.1
H 0.0 -0.1 0.0
H 0.2 0.0 0.0
H 0.1 0.1 0.1
H 0.1 -0.1 0.0
H 0.1 0.0 0.0
H 0.0 0.0 0.0

These are the Löwdin partial charges, in e, on atoms 1 to 5: C -0.09; H 0.09; O -0.09; C -0.28; C -0.01